{
  "formula": "C23H30F6N3O2",
  "method": "ωB97M-V with the def2-TZVPD basis set",
  "homo_energy_ha": -0.3950,
  "total_charge": 1,
  "homo_lumo_gap_ev": 5.085,
  "spin_multiplicity": 1,
  "elements": ["C", "N", "C", "C", "F", "F", "F", "C", "C", "C", "C", "C", "C", "C", "C", "C", "N", "C", "C", "C", "F", "F", "F", "C", "C", "C", "C", "H", "H", "H", "H", "H", "H", "H", "H", "H", "H", "H", "H", "H", "H", "H", "H", "H", "H", "H", "O", "C", "C", "N", "C", "C", "O", "H", "H", "H", "H", "H", "H", "H", "H", "H", "H", "H"],
  "coordinates": [[5.108244, 2.959960, 1.116240], [5.151075, 1.761185, 0.281126], [6.257514, 1.755527, -0.683544], [5.959479, 2.715581, -1.843738], [6.982955, 2.656418, -2.714859], [4.815087, 2.330294, -2.435389], [5.830078, 3.958329, -1.348390], [3.936181, 1.108273, -0.077944], [3.811857, -0.289835, -0.022605], [2.628080, -0.903881, -0.326843], [1.501624, -0.158659, -0.752018], [0.268035, -0.831762, -0.931497], [-1.024711, -0.300639, -1.159866], [-2.088520, -1.182292, -1.467911], [-3.344024, -0.713279, -1.744867], [-3.613261, 0.666259, -1.762781], [-4.916786, 1.177165, -2.061259], [-5.189914, 1.747090, -3.380638], [-5.740597, 1.742620, -0.983010], [-5.293981, 3.157041, -0.582101], [-6.218908, 3.661168, 0.255677], [-4.103801, 3.079828, 0.036097], [-5.198161, 3.909524, -1.691440], [-2.573968, 1.543297, -1.429984], [-1.337752, 1.076422, -1.087764], [1.695577, 1.230535, -0.951306], [2.854727, 1.847625, -0.577674], [4.215437, 2.942674, 1.738626], [5.991850, 3.000885, 1.751624], [5.081760, 3.844538, 0.484554], [7.183139, 2.057590, -0.195153], [6.384217, 0.749764, -1.083289], [4.665433, -0.868258, 0.283715], [2.539524, -1.972923, -0.231683], [0.317514, -1.905168, -0.866967], [-1.897945, -2.242003, -1.486258], [-4.149556, -1.393513, -1.957726], [-4.465168, 1.372396, -4.099882], [-6.195343, 1.482712, -3.702538], [-5.104852, 2.829522, -3.333891], [-6.781203, 1.780179, -1.304162], [-5.674721, 1.094657, -0.109197], [-2.786302, 2.599673, -1.417172], [-0.635091, 1.765219, -0.660579], [0.971771, 1.801323, -1.502845], [2.993951, 2.902739, -0.743516], [-0.521034, -6.003066, 1.313326], [-0.918936, -4.839872, 0.621363], [-1.444119, -3.777522, 1.578149], [-0.413290, -3.335459, 2.509569], [-0.809874, -2.324608, 3.482554], [0.334360, -1.970549, 4.423667], [0.746628, -3.090417, 5.175959], [-0.216159, -6.706533, 0.692933], [-0.055678, -4.449940, 0.067732], [-1.682070, -5.113857, -0.119423], [-1.845028, -2.913453, 1.036058], [-2.269568, -4.190799, 2.165718], [0.433291, -3.041036, 2.011558], [-1.185759, -1.437549, 2.959288], [-1.646964, -2.728020, 4.060588], [1.192100, -1.602212, 3.846708], [0.040143, -1.169576, 5.115448], [1.451430, -2.851308, 5.823434]],
  "atomic_forces_ev_per_a": [[-0.7, 0.2, -0.4], [-0.1, -0.8, -0.1], [-0.8, -0.4, 0.3], [1.1, -1.4, 1.2], [-0.7, 0.5, -0.1], [0.3, 0.7, -0.5], [0.0, 0.1, -1.3], [0.8, 0.4, 0.0], [0.5, 0.1, 0.0], [-0.1, 0.0, -0.1], [-0.4, -0.2, -0.1], [0.3, 0.7, 0.1], [-0.2, 0.1, 0.1], [0.5, 0.0, 0.1], [-0.6, 0.5, -0.2], [-0.1, 0.3, 0.0], [-0.5, -0.6, 0.5], [0.5, 0.1, 0.0], [1.1, -0.3, -0.4], [-1.5, -1.9, -0.1], [0.7, 0.5, -0.2], [-0.4, 1.1, 0.4], [0.3, 0.9, 1.0], [-0.2, 0.1, -0.4], [0.2, -0.1, 0.3], [0.1, 0.2, -0.1], [-0.2, 0.1, 0.4], [0.1, -0.1, 0.1], [0.0, -0.1, 0.0], [-0.1, 0.2, 0.5], [-0.1, 0.0, 0.0], [0.1, 0.1, -0.1], [0.1, -0.1, 0.1], [0.0, -0.2, 0.1], [0.0, -0.4, 0.0], [0.0, -0.2, 0.0], [-0.2, -0.2, -0.1], [-0.1, -0.1, -0.1], [0.0, -0.1, 0.0], [0.0, -0.1, -0.5], [0.0, 0.1, -0.1], [-0.1, 0.1, 0.1], [0.3, -0.1, -0.1], [0.1, 0.1, 0.0], [-0.1, 0.1, 0.0], [-0.1, 0.2, 0.0], [0.3, -0.8, -0.1], [0.0, -0.3, -0.4], [0.4, 0.0, 0.8], [0.6, -0.2, -0.1], [0.0, -0.7, -0.2], [0.3, 0.4, 0.2], [0.5, -0.4, 0.7], [-0.5, 1.0, 0.6], [0.1, 0.3, -0.1], [-0.1, 0.3, 0.1], [-0.2, 0.0, -0.5], [0.0, -0.1, -0.1], [-0.4, -0.2, 0.2], [0.0, 0.5, 0.2], [0.1, 0.0, 0.0], [0.0, 0.2, -0.2], [-0.2, 0.1, -0.3], [-0.9, -0.1, -0.9]]
}


{
  "formula": "C10H13O3",
  "method": "ωB97M-V with the def2-TZVPD basis set",
  "homo_energy_ha": -0.1405,
  "total_charge": -1,
  "homo_lumo_gap_ev": 6.719,
  "spin_multiplicity": 1,
  "relative_energy_kcal_mol": 29.8,
  "elements": ["C", "C", "C", "O", "O", "H", "H", "H", "H", "H", "C", "C", "C", "C", "C", "C", "C", "O", "H", "H", "H", "H", "H", "H", "H", "H"],
  "coordinates": [[-1.423230, -1.992387, -0.395748], [-1.584890, -1.482327, -1.830091], [-0.717727, -3.383763, -0.368130], [0.342974, -3.472551, -1.020831], [-1.360550, -4.311223, 0.182589], [-0.792127, -1.337024, 0.203747], [-2.397373, -2.011176, 0.078618], [-2.629354, -1.248742, -2.052933], [-1.226534, -2.218111, -2.550181], [-1.012978, -0.600520, -2.056978], [0.166684, 0.685403, 3.065942], [-0.183382, 1.770848, -0.573189], [-0.479241, 1.205374, 0.654482], [0.956685, 2.552749, -0.708987], [0.397202, 1.341823, 1.726864], [1.770747, 2.824187, 0.367535], [1.515911, 2.144770, 1.559954], [1.222414, 3.162298, -1.913496], [-0.811982, 1.533986, -1.418932], [-1.443951, 0.734468, 0.789556], [1.264449, 2.580858, -2.669634], [2.509567, 3.611101, 0.355031], [0.782149, -0.211081, 3.122110], [-0.874219, 0.430244, 3.209820], [2.124597, 2.377646, 2.418294], [0.538824, 1.332072, 3.849512]],
  "atomic_forces_ev_per_a": [[0.5, -0.1, 0.0], [-0.2, -0.2, -0.2], [-1.1, -0.7, -0.6], [0.3, 0.3, 0.2], [0.2, 0.2, 0.3], [0.1, 0.2, -0.1], [-0.1, -0.3, 0.3], [0.0, 0.0, 0.0], [-0.1, -0.2, 0.1], [0.3, 0.6, 0.1], [0.5, 0.0, -0.6], [0.3, -0.3, 0.3], [-0.1, 0.2, 0.2], [-0.4, -0.2, -0.8], [0.0, 0.0, 0.2], [-0.3, -0.3, 0.8], [-0.3, 0.7, -0.3], [0.4, 1.1, 0.0], [-0.1, 0.3, -0.1], [0.2, -0.4, 0.0], [-0.2, -0.6, 0.1], [0.3, -0.2, -0.4], [-0.2, -0.3, 0.0], [-0.2, -0.1, 0.2], [0.2, -0.1, 0.2], [-0.2, 0.2, 0.3]]
}


{
  "formula": "C2H38CaO19",
  "method": "ωB97M-V with the def2-TZVPD basis set",
  "homo_energy_ha": -0.3358,
  "total_charge": 0,
  "homo_lumo_gap_ev": 8.014,
  "spin_multiplicity": 1,
  "relative_energy_kcal_mol": 0.0,
  "elements": ["Ca", "O", "C", "C", "O", "H", "H", "H", "H", "O", "H", "H", "O", "H", "H", "O", "H", "H", "O", "H", "H", "O", "H", "H", "O", "H", "H", "O", "H", "H", "O", "H", "H", "O", "H", "H", "O", "H", "H", "O", "H", "H", "O", "H", "H", "O", "H", "H", "O", "H", "H", "O", "H", "H", "O", "H", "H", "O", "H", "H"],
  "coordinates": [[-1.736600, -1.785400, 0.302900], [0.470400, -1.942400, -0.198100], [0.968400, -0.684400, 0.006900], [-0.163600, 0.361600, 0.212900], [-1.190600, 0.046600, -0.741100], [1.869400, -0.373400, -0.582100], [1.445400, -0.697400, 0.940900], [0.154400, 1.401600, 0.152900], [-0.588600, 0.294600, 1.168900], [-0.236600, -1.104400, -2.926100], [-0.185600, -0.816400, -2.052100], [0.504400, -0.694400, -3.352100], [-0.988600, -1.853400, 2.470900], [-1.075600, -1.286400, 3.214900], [-0.257600, -2.431400, 2.795900], [4.782400, -1.882400, -0.464100], [4.479400, -1.001400, -0.104100], [4.089400, -2.373400, -0.885100], [3.867400, 0.102600, 0.740900], [4.412400, -0.258400, 1.413900], [2.994400, -0.272400, 0.897900], [2.857400, 2.447600, -0.905100], [2.182400, 2.901600, -0.338100], [2.420400, 1.606600, -1.070100], [1.437400, 3.898600, 0.788900], [1.901400, 4.713600, 0.739900], [0.695400, 4.133600, 0.299900], [2.590400, -3.162400, -1.508100], [1.799400, -2.841400, -1.118100], [2.747400, -4.067400, -1.345100], [-3.356600, -0.619400, 1.620900], [-4.279600, -0.792400, 1.558900], [-3.231600, -0.445400, 2.513900], [1.320400, 0.620600, 3.216900], [0.899400, 0.639600, 2.342900], [1.595400, 1.592600, 3.351900], [1.721400, -2.851400, 1.981900], [2.424400, -2.353400, 2.379900], [1.611400, -2.566400, 1.096900], [-3.767600, -1.503400, -1.302100], [-4.654600, -1.187400, -1.189100], [-3.430600, -1.175400, -2.131100], [-1.796600, -3.592400, -1.255100], [-2.578600, -4.146400, -1.330100], [-1.369600, -3.440400, -2.104100], [-2.754600, -0.195400, -3.547100], [-1.842600, -0.458400, -3.338100], [-2.902600, 0.743600, -3.296100], [-1.092600, 4.265600, -0.249100], [-1.326600, 3.334600, -0.386100], [-1.581600, 4.839600, -0.857100], [-2.710600, 2.024600, 0.179900], [-3.262600, 1.453600, 0.700900], [-2.125600, 1.360600, -0.213100], [-1.577600, 2.326600, 2.847900], [-1.358600, 1.602600, 3.417900], [-1.817600, 2.016600, 1.962900], [0.061400, 2.303600, -2.287100], [-0.065600, 1.517600, -1.707100], [1.004400, 2.305600, -2.540100]],
  "atomic_forces_ev_per_a": [[0.2, -0.4, -1.3], [-0.2, -0.3, -0.6], [0.2, 0.7, 0.4], [0.2, -0.7, -3.1], [0.5, 1.3, 0.7], [-1.1, 0.0, -1.0], [0.8, 0.1, 2.2], [0.4, 0.2, -0.1], [-0.5, -0.4, 2.0], [-0.5, -1.3, -2.8], [-0.3, 0.8, 2.9], [0.6, 0.2, -0.6], [0.7, -1.4, 0.6], [-0.3, 1.1, 1.0], [0.1, 0.2, -1.0], [1.6, 0.7, 0.8], [0.0, -1.5, -1.3], [-1.0, 0.0, -0.4], [-0.8, 1.4, -0.2], [0.8, -0.3, 1.3], [0.1, 0.1, 0.2], [-0.8, 0.0, -0.1], [0.8, 0.0, -0.2], [0.4, -0.2, -0.1], [1.6, -1.1, 1.5], [1.3, 1.0, 0.3], [-3.2, 0.4, -1.5], [1.7, 0.9, -1.6], [-1.9, 0.3, 1.0], [-0.2, -1.4, 0.5], [0.2, -0.2, -2.0], [-1.3, -0.2, -0.4], [0.6, 0.6, 2.7], [0.3, 2.1, 0.1], [0.2, 0.1, 0.3], [-0.6, -2.2, -0.3], [-0.3, -1.2, 2.3], [0.5, 0.3, 0.2], [-0.6, 0.5, -2.0], [0.1, -1.1, 1.8], [-0.5, 0.3, -0.2], [0.4, 0.9, -1.4], [0.0, -0.1, 0.8], [0.1, 0.0, -0.6], [0.0, -0.1, -0.2], [-1.1, 0.5, 0.2], [0.6, 0.4, 0.0], [0.6, -1.0, -0.2], [0.3, 0.5, 0.2], [-0.4, 0.7, -0.3], [0.1, -0.7, 0.1], [-0.1, 0.7, 0.4], [-0.8, -0.2, 0.4], [0.5, -0.9, -1.0], [-0.3, 0.7, -0.1], [0.3, -0.6, 0.2], [0.1, 0.1, 0.0], [0.4, -0.7, 0.2], [-0.1, 0.5, -0.8], [-0.5, 0.1, 0.3]]
}